{"formula": "CH15NO6", "method": "ωB97M-V/def2-TZVPD", "homo_lumo_gap_ev": 10.052, "homo_ev": -9.80, "smiles": "C=N.O.O.O.O.O.O", "species": ["C", "H", "H", "H", "H", "H", "H", "N", "O", "H", "H", "O", "H", "O", "H", "H", "H", "H", "O", "H", "H", "O", "O"], "positions_angstrom": [[3.1873, -1.0628, -0.5638], [-0.9562, 0.0627, -3.1025], [0.8218, 1.1762, 3.3501], [3.8306, -0.2377, -0.4324], [-3.1706, 1.3908, -0.3770], [1.6756, 0.8198, 2.2340], [-0.6742, -2.8572, -0.9554], [2.3617, -1.0413, 0.4943], [-1.4960, -0.6052, -2.9586], [3.1323, -1.7566, -1.4022], [-2.1990, 0.2554, -0.5919], [-2.9813, 0.6397, -0.9435], [-1.1758, -1.7314, -0.0945], [-0.3723, -2.1891, -0.2779], [-2.3797, 0.2542, 2.2712], [-0.9282, 0.0784, 2.0121], [1.2922, 3.0022, 0.3687], [1.6455, -1.7221, 0.7212], [1.1274, 2.7493, -0.4872], [0.6157, 1.8656, -0.4052], [-2.5159, -0.1994, -3.0078], [-1.7231, -0.3008, 1.7659], [0.8820, 1.4094, 2.3820]]}

=====

{"formula": "C3H6N4", "method": "ωB97M-V/def2-TZVPD", "homo_lumo_gap_ev": [7.612, 8.298], "charge": 2, "homo_ev": [-19.28, -22.53], "s_squared": 2.014, "spin_multiplicity": 3, "species": ["H", "N", "C", "N", "H", "H", "N", "C", "H", "C", "H", "H", "N"], "positions_angstrom": [[1.0540, -2.1311, 0.3129], [2.9645, 0.1042, 0.1410], [-1.0810, -0.4468, 0.0212], [0.8888, 0.9506, -0.3388], [0.1895, 1.7304, -0.3827], [-1.5134, -1.1568, 0.7477], [2.5334, -1.0635, 0.0290], [0.2857, -0.2197, -0.0314], [-1.3665, -1.1352, -0.7380], [2.1660, 1.1919, -0.0267], [-1.7324, 0.5373, 0.2285], [2.6920, 2.0484, 0.0402], [1.2682, -1.2349, 0.0185]]}

=====

{"formula": "C24H29N2O2", "method": "ωB97M-V/def2-TZVPD", "homo_lumo_gap_ev": 4.951, "charge": 1, "homo_ev": -9.56, "species": ["H", "C", "H", "C", "C", "H", "H", "C", "N", "C", "H", "C", "C", "O", "H", "H", "C", "C", "H", "H", "C", "C", "C", "H", "H", "H", "H", "H", "N", "H", "H", "C", "H", "H", "H", "C", "H", "O", "H", "C", "C", "C", "H", "H", "H", "C", "C", "H", "H", "H", "C", "H", "C", "C", "H", "C", "C"], "positions_angstrom": [[1.9499, -1.2526, 1.8592], [-5.0320, 1.9210, 2.4656], [-5.0891, 3.1070, -1.3075], [-0.2693, -3.5524, -2.4459], [-3.3341, 0.3519, 0.8792], [3.0758, 2.1587, 2.4465], [0.6763, -0.7327, -4.2341], [-0.1486, -0.7453, -2.2335], [3.4306, 0.2145, 1.7701], [-4.9706, 2.1750, 1.0816], [-5.5269, 2.9847, 0.6141], [-4.4405, 2.4618, -1.9145], [-2.4424, -0.1173, -0.1900], [0.6887, -3.4274, -4.6173], [-1.1001, -3.5060, -0.4685], [-0.6237, -0.2798, 2.3947], [3.7680, 1.6280, 1.7843], [4.4363, -0.8545, 1.9008], [-4.3255, 0.7011, 4.1071], [2.2272, -2.1294, -5.2453], [2.1092, -0.1666, 1.6752], [-4.1469, 1.3565, 0.3197], [5.7915, -0.3741, 2.3990], [5.5827, 2.8157, 1.7391], [-2.8283, -0.7147, 2.6733], [6.5828, -1.0234, 2.0107], [-0.3732, 1.3895, 2.8969], [-0.1458, 0.3403, -2.1569], [-3.8371, 1.4705, -1.0372], [1.6400, -3.3883, -6.3930], [-3.6560, 3.0693, -2.3960], [-4.2674, 0.8853, 3.0299], [-2.5012, 0.4862, -2.3844], [5.2141, 2.0663, 3.3424], [0.6471, -1.9165, -6.0895], [1.3415, -2.6500, -5.6468], [-1.0397, -1.3004, 0.9283], [6.1246, 0.9013, 1.8704], [3.6593, 2.0601, 0.7787], [-0.2861, 0.7071, 2.0342], [-0.6689, -1.5116, -1.1683], [-2.8592, 0.5799, -1.3622], [-0.3589, -4.6324, -2.5810], [4.6086, -1.3298, 0.9233], [4.0533, -1.6115, 2.5918], [1.0201, 0.6240, 1.3193], [0.3110, -1.3433, -3.3963], [-5.6847, 2.5304, 3.1004], [-5.0452, 1.9813, -2.7008], [5.8084, -0.3586, 3.5025], [-1.3126, -0.9073, -0.0467], [-1.0210, 1.1172, 1.3144], [-3.4082, 0.0964, 2.2409], [5.1939, 1.9199, 2.2435], [1.2264, 1.4164, 0.5845], [-0.6682, -2.9282, -1.2882], [0.2443, -2.7628, -3.5176]]}

=====

{"formula": "C4H15NO2", "method": "ωB97M-V/def2-TZVPD", "homo_lumo_gap_ev": 9.774, "homo_ev": -9.16, "smiles": "CCCNC.O.O", "species": ["H", "H", "C", "H", "O", "H", "H", "O", "H", "H", "H", "C", "H", "C", "H", "H", "H", "H", "N", "H", "C", "H"], "positions_angstrom": [[1.3272, 1.2137, 2.2619], [-1.3139, 0.4586, 1.4160], [-0.5161, 1.1442, -2.0278], [5.9492, -1.0999, 3.0109], [-3.8804, -0.7756, -1.9414], [0.2640, 1.7734, -1.5747], [0.0164, 0.4709, -2.6991], [5.2365, -1.5105, 2.5091], [-1.8338, 0.9970, -0.5406], [-4.4928, -0.3562, -2.5619], [0.2729, 2.1459, 1.1664], [-0.4284, -0.4997, -0.1907], [1.3991, 1.1012, 0.5754], [-0.3161, 0.0317, 1.2579], [-0.1314, -0.8121, 1.9008], [4.6432, -0.8221, 2.1942], [-3.0456, -0.2873, -1.8930], [-0.8582, -1.4991, -0.1577], [-1.2694, 0.3416, -1.0624], [0.5619, -0.4801, -0.6555], [0.6719, 1.1747, 1.3999], [-1.1393, 1.7289, -2.6980]]}

=====

{"formula": "C3H8O2S", "method": "ωB97M-V/def2-TZVPD", "homo_lumo_gap_ev": 6.043, "charge": -2, "homo_ev": -0.31, "species": ["H", "C", "C", "H", "C", "H", "H", "O", "H", "S", "O", "H", "H", "H"], "positions_angstrom": [[-0.3951, 0.8761, -2.3049], [0.5108, -0.4609, -0.9197], [0.0679, 0.3030, 0.3365], [-0.6235, 1.1236, 0.1683], [0.6136, 0.5027, -2.0959], [-0.2787, -1.1537, -1.2179], [1.4208, -1.0138, -0.6970], [-1.6307, -0.8932, 4.4861], [-0.8810, -0.2533, 2.0344], [1.1106, -0.1359, -3.7495], [-0.7239, -0.5971, 1.1527], [1.0199, 0.5590, 0.8086], [1.1655, 1.4146, -1.8105], [-1.3762, -0.2711, 3.8088]]}

=====

{"formula": "C23H25FN2O4", "method": "ωB97M-V/def2-TZVPD", "homo_lumo_gap_ev": 7.660, "homo_ev": -8.28, "smiles": "O=C(CN1CCC(C(=O)c2ccc3c(c2)OCCO3)CC1)NCc1ccc(F)cc1", "species": ["H", "H", "C", "F", "C", "C", "C", "C", "C", "C", "O", "H", "H", "H", "H", "H", "H", "C", "C", "C", "H", "O", "H", "N", "H", "H", "H", "H", "C", "C", "C", "H", "C", "H", "H", "C", "H", "C", "H", "C", "C", "O", "H", "O", "C", "H", "C", "H", "H", "C", "C", "H", "N", "C", "H"], "positions_angstrom": [[-0.5101, -2.2750, 1.5776], [-3.3504, 1.8156, 0.4082], [-3.8773, 0.8629, 0.4282], [-9.3722, 1.4881, -0.4803], [-5.4324, 1.0780, 0.3515], [-8.1263, 1.3470, -0.3435], [-5.9540, 2.4727, -0.3376], [-2.8110, -1.2303, 0.3522], [-2.2583, -2.1169, -0.6934], [3.3958, -2.0495, 0.0072], [7.0092, 2.4249, -0.1793], [4.7958, 4.6868, 0.6918], [-3.7760, 0.7229, 1.7110], [-2.6298, -3.2853, -0.2691], [5.1088, 3.8064, -0.7711], [1.3316, -3.4775, 1.5303], [-0.5155, -0.5589, -1.8847], [6.3844, -0.0824, -0.6846], [6.0462, 1.3366, -0.2268], [-0.2535, -2.9040, 0.6697], [1.7209, -1.0661, 1.0070], [3.7603, -3.3763, -0.1409], [-8.2689, -0.6043, 0.5620], [-0.9435, -2.2342, -0.4442], [1.2834, -3.7399, -0.3529], [-0.4110, -0.2266, -0.1106], [2.7831, 0.4866, 0.7051], [-5.8971, -0.7590, 1.3120], [-0.3204, -1.0196, -0.9505], [-7.6058, 0.2238, 0.2805], [1.8275, -1.6503, -0.0120], [-2.5807, -2.0596, -1.5578], [1.1073, -1.1340, -0.8939], [-3.2440, 0.0443, -1.2228], [-0.8088, -3.9209, 0.9120], [0.9790, -3.0524, 0.4806], [7.1238, 4.2514, 0.4002], [6.6082, 3.3949, 0.3065], [1.6413, -0.2332, -1.1337], [5.1292, 3.7588, 0.4195], [5.5462, -1.0551, -0.4713], [4.1567, 2.8340, 0.6784], [-5.3436, 3.1761, -0.7523], [-3.0038, -1.4370, 1.6317], [-6.3210, 0.0059, 0.8413], [5.7822, -2.2218, -0.8007], [3.7427, 0.3623, 0.4322], [6.5829, 3.1839, 1.5902], [-7.6427, 3.0379, -1.2498], [4.2452, -0.7274, -0.0718], [4.7528, 1.4137, 0.3141], [1.3754, -1.8174, -1.8135], [-3.1491, 0.0590, -0.2217], [-7.2096, 2.3165, -0.6414], [7.3965, -0.2758, -0.8886]]}

=====

{"formula": "C4H7F3N2O", "method": "ωB97M-V/def2-TZVPD", "homo_lumo_gap_ev": 10.483, "homo_ev": -10.07, "smiles": "NC(=O)C[C@H](N)C(F)(F)F", "species": ["H", "F", "H", "N", "C", "O", "C", "H", "H", "H", "C", "H", "F", "N", "F", "C", "H"], "positions_angstrom": [[0.6436, 1.6364, -1.5938], [-1.3913, -1.8810, -0.0546], [3.5589, 0.9671, 1.2846], [2.8974, 0.2883, 0.5945], [0.4562, 0.0591, 0.9247], [1.9690, 1.7427, 1.8285], [-0.0878, 0.0551, -0.5155], [-0.2598, 0.5455, 1.5993], [2.9371, -0.0411, -0.3622], [0.6332, -0.9706, 1.2652], [-1.4484, -0.6382, -0.5585], [-0.4547, 2.0781, -0.4530], [-2.3763, 0.0295, 0.1470], [-0.2131, 1.3586, -1.1287], [-1.9118, -0.7463, -1.8090], [1.7428, 0.8441, 0.9784], [0.5601, -0.5650, -1.1522]]}

=====

{"formula": "C3H2FFeO", "method": "ωB97M-V/def2-TZVPD", "homo_lumo_gap_ev": [9.159, 8.331], "charge": 2, "homo_ev": [-20.78, -21.12], "s_squared": 8.780, "spin_multiplicity": 6, "species": ["C", "O", "F", "H", "Fe", "H", "C", "C"], "positions_angstrom": [[-0.0298, -0.7421, 0.7864], [-1.3597, 0.4513, 0.1210], [-0.2619, -2.0643, 0.9208], [0.0835, -0.2707, 1.7683], [-0.2701, 2.3471, -1.8806], [1.6707, -0.1176, -0.5352], [-0.4345, 0.6404, -0.8053], [0.6018, -0.2442, -0.3753]]}

=====

{"formula": "C16H16F3NO4S2", "method": "ωB97M-V/def2-TZVPD", "homo_lumo_gap_ev": 8.221, "homo_ev": -9.01, "smiles": "C=C(S(=O)(=O)c1ccccc1)S(=O)(=O)c1ccccc1.NCC(F)(F)F", "species": ["C", "H", "H", "S", "C", "C", "H", "C", "N", "H", "F", "H", "C", "H", "C", "H", "F", "H", "C", "H", "H", "C", "C", "S", "H", "C", "H", "C", "O", "H", "H", "O", "F", "O", "O", "C", "C", "H", "H", "C", "C", "C"], "positions_angstrom": [[2.1098, 3.7912, -0.9163], [0.8461, 3.9984, -2.6528], [-1.0241, -2.6331, 1.3933], [1.2889, 1.7089, 2.4225], [2.1912, 3.3315, 0.3939], [-0.2563, 3.2835, -0.9476], [-0.8586, -0.6717, 3.4767], [-0.1731, 2.8139, 0.3598], [-1.0012, -0.9533, 2.5200], [-0.1524, -0.8355, 1.9831], [-3.2818, -2.3884, 0.6662], [5.8662, -2.2689, -1.2301], [5.0086, -1.6296, -1.4495], [3.9401, -2.1781, 0.3575], [-3.0165, -2.3391, 2.0121], [-1.2227, 3.2685, -1.4494], [-3.5669, -3.4638, 2.5715], [1.7536, 0.2883, -2.3362], [-1.5314, -2.2694, 2.2997], [-1.0534, 2.4822, 0.9014], [-1.3941, -2.9310, 3.1651], [3.9524, -1.5743, -0.5446], [2.1114, 0.1826, 1.8823], [1.5515, -0.6385, 0.3805], [5.8174, -0.8228, -3.2740], [2.7419, -0.5218, 2.8415], [3.0758, -1.5383, 2.6450], [4.9535, -0.8501, -2.6120], [1.2940, -2.0334, 0.6849], [2.9994, 4.1872, -1.4042], [3.0281, -0.0167, 3.7620], [0.5095, 0.1632, -0.2306], [-3.6882, -1.2688, 2.5291], [2.1675, 2.3905, 3.3391], [-0.0404, 1.3287, 2.8415], [3.7942, -0.1504, -2.9533], [2.7148, -0.1520, -2.0744], [3.1083, 3.3958, 0.9699], [3.7165, 0.4048, -3.8905], [1.0758, 2.7194, 0.9552], [2.8769, -0.7354, -0.8187], [0.8966, 3.7106, -1.6049]]}

=====

{"formula": "C10H11F6N3O3", "method": "ωB97M-V/def2-TZVPD", "homo_lumo_gap_ev": 10.197, "homo_ev": -9.42, "smiles": "CCOC(=O)NC(Nc1cc(C)on1)(C(F)(F)F)C(F)(F)F", "species": ["C", "C", "C", "C", "F", "H", "F", "H", "C", "N", "H", "O", "H", "F", "C", "H", "F", "C", "H", "C", "H", "O", "F", "H", "C", "F", "H", "H", "N", "O", "N", "H", "C"], "positions_angstrom": [[-0.8100, -1.3996, -0.3639], [-1.8119, 1.9056, -1.7285], [-1.2998, -2.3991, 0.5173], [-0.5744, 0.1483, -3.0362], [-2.8226, 1.6450, -2.5615], [0.0948, -5.3436, 0.7222], [-1.1802, 2.9857, -2.1808], [3.2419, 1.4225, 2.0585], [-0.0690, -4.5135, 1.4076], [0.4072, 1.1526, -1.0384], [-0.9530, -4.7096, 2.0058], [-0.3270, 1.2040, 1.1250], [2.4826, 3.7959, 1.7471], [-2.3620, 2.2348, -0.5607], [0.5714, 1.2607, 0.3292], [-2.1684, 0.0473, -0.1388], [-0.5726, 1.1358, -3.9395], [1.9283, 3.1189, 2.3920], [0.8678, 3.3449, 2.3149], [-0.2454, -3.2552, 0.6448], [0.8019, -4.4383, 2.0558], [0.7824, -2.8054, -0.0913], [-1.5053, -0.7234, -3.4067], [1.2564, 0.9754, -1.5568], [2.1831, 1.6761, 1.9837], [0.6085, -0.4492, -3.1508], [-2.2676, -2.4526, 0.9656], [2.2461, 3.2664, 3.4201], [-1.5343, -0.3200, -0.8395], [1.8570, 1.4548, 0.6063], [0.4280, -1.6488, -0.7105], [1.5901, 0.9947, 2.6018], [-0.8438, 0.6887, -1.5937]]}

=====

{"formula": "C4H11N4", "method": "ωB97M-V/def2-TZVPD", "homo_lumo_gap_ev": 10.212, "charge": 1, "homo_ev": -14.13, "smiles": "[H]/N=C1/CN(C)[NH2+]N1C", "species": ["H", "C", "N", "H", "H", "N", "N", "H", "C", "H", "H", "C", "H", "C", "H", "N", "H", "H", "H"], "positions_angstrom": [[-2.5951, 0.0696, 1.0300], [1.0467, 0.9180, 0.1323], [0.9236, -0.4878, 0.0980], [-0.9465, -1.1283, 1.1278], [-3.0232, -0.5388, -0.6031], [2.0577, 1.6286, 0.2059], [-0.4136, -0.8362, 0.0129], [2.9694, 1.1921, 0.2557], [-0.3672, 1.4349, 0.0785], [2.4976, -1.7857, 0.5947], [-2.9762, 1.2007, -0.2944], [-2.5048, 0.2487, -0.0561], [1.5435, -2.2589, -0.8270], [1.9668, -1.4138, -0.2830], [2.6732, -0.9076, -0.9444], [-1.1244, 0.3067, -0.4513], [-0.5882, -1.6676, -0.5739], [-0.4423, 2.2934, -0.5864], [-0.6972, 1.7318, 1.0838]]}

=====

{"formula": "C8H11IS", "method": "ωB97M-V/def2-TZVPD", "homo_lumo_gap_ev": [6.821, 6.890], "homo_ev": [-7.84, -7.87], "species": ["C", "H", "H", "C", "H", "H", "H", "C", "C", "H", "H", "H", "I", "C", "H", "H", "C", "C", "C", "S", "H"], "positions_angstrom": [[-1.3295, -1.8445, -0.0914], [-2.1176, -3.6448, -0.8059], [0.9416, 1.1979, -2.1507], [1.6480, 1.3068, 0.0237], [-3.1006, -2.3769, -1.1317], [-0.1555, 2.1512, 1.1480], [1.1952, 1.6195, 2.2282], [1.3229, -1.3517, 0.8063], [-2.4677, -2.7937, -0.3728], [2.7044, 1.3435, -0.1874], [1.5175, 2.6448, -1.5479], [-3.0180, -2.9463, 0.5846], [-2.7536, 0.5500, -1.3533], [0.9970, 1.7974, -1.2392], [1.4584, 3.1427, 1.2668], [-0.0452, 2.0137, -1.0809], [-1.3104, -0.5312, -0.2314], [0.9847, 2.1441, 1.2691], [1.2905, -0.1197, 0.4064], [0.0637, -2.6293, 0.9434], [2.1741, -1.6735, 1.5162]]}

=====

Results for max |F|: 0.175; 0.111; 0.042; 0.040; 0.036; 0.383; 0.089; 0.100; 0.044; 0.022; 0.086; 0.069 (in Eh/bohr, following the order of the records).
Results for energy: -553.19899; -335.99993; -1191.57199; -366.59929; -667.68394; -1401.04286; -640.96331; -1553.34431; -2070.89595; -1376.87009; -377.67257; -1007.08631 (in a.u., following the order of the records).